Formula: C4HCl2NO
Source: the Open Molecules 2025 dataset
Level of theory: the ωB97M-V functional and the def2-TZVPD basis

Geometry as XYZ:
```
9
Properties=species:S:1:pos:R:3:nbo_charge:R:1
N -2.6750 -0.7258 0.0005 -0.279
C -1.5257 -0.5617 -0.0631 0.261
C -0.1215 -0.0399 -0.1073 -0.317
C 0.0416 1.4496 0.0279 0.422
O 1.1506 1.8659 -0.3283 -0.498
C 0.9216 -0.8662 -0.1473 -0.002
Cl 0.6487 -2.5715 -0.1264 0.084
Cl 2.5308 -0.5382 0.0627 0.170
H -0.9712 1.9878 0.6814 0.159
```

Results
Kohn-Sham gap ... 9.400 eV
Total energy ... -1203.3206 a.u.
SMILES ... N#CC(C=O)=C(Cl)Cl
HOMO ... -10.52 eV

---

Formula: C4HEuLiO5
Source: the Open Molecules 2025 dataset
Level of theory: the ωB97M-V functional and the def2-TZVPD basis

Geometry as XYZ:
```
12
Properties=species:S:1:pos:R:3:nbo_charge:R:1
O -1.1298 1.7847 1.4492 -0.775
O 0.0945 0.7573 -0.1734 -0.603
O -2.1085 0.7801 -0.2206 -0.804
C 2.1682 -0.1772 0.1614 0.214
C 1.3162 0.8887 0.5193 0.374
C -1.0556 1.1994 0.3413 0.979
H 3.2208 -0.0843 0.4705 0.217
Eu -3.6386 1.9676 1.4705 1.912
O -0.6160 -2.2845 -1.2013 -0.642
C -0.3128 -3.1640 -0.5134 0.659
O 1.8406 -1.1802 -0.5693 -0.484
Li 0.2210 -0.4876 -1.7342 0.953
```

Results
2S+1 ... 8
Kohn-Sham gap (alpha / beta) ... 7.148 / 7.156 eV
Total energy ... -1246.4228 a.u.
Total charge ... +2
HOMO (alpha / beta) ... -16.96 / -16.97 eV

---

Formula: C4HF3
Source: the Open Molecules 2025 dataset
Level of theory: the ωB97M-V functional and the def2-TZVPD basis

Geometry as XYZ:
```
8
Properties=species:S:1:pos:R:3:nbo_charge:R:1
C -2.1404 0.8031 -0.3527 -0.226
C -3.2310 1.2217 -0.1363 -0.012
C -0.0940 -0.6953 -0.1313 0.024
C 1.0073 0.0258 0.2485 0.826
F 1.8893 -0.2049 1.1457 -0.262
F 1.4435 -0.6533 -1.0402 -0.287
F 1.0797 1.3044 0.0363 -0.265
H 0.0454 -1.8014 0.2300 0.202
```

Results
Kohn-Sham gap (alpha / beta) ... 8.504 / 7.905 eV
Total energy ... -452.1542 a.u.
HOMO (alpha / beta) ... -10.49 / -10.18 eV

---

Formula: C4HLiORb
Source: the Open Molecules 2025 dataset
Level of theory: the ωB97M-V functional and the def2-TZVPD basis

Geometry as XYZ:
```
8
Properties=species:S:1:pos:R:3:mulliken_spin:R:1
C 2.6348 0.0889 0.5861 0.138
C 1.7266 -0.8880 0.3034 0.231
O -1.1441 -0.0776 -0.5748 0.080
C -0.1582 0.7782 -0.2976 0.352
C 0.9456 0.2568 0.3617 0.176
H -0.1556 1.7223 -0.8597 0.012
Rb -3.4794 -0.1854 1.6438 0.008
Li -0.3696 -1.6951 -1.1629 0.004
```

Results
2S+1 ... 2
Kohn-Sham gap (alpha / beta) ... 3.120 / 3.077 eV
Total energy ... -259.6082 a.u.
HOMO (alpha / beta) ... -4.73 / -4.69 eV

---

Formula: C4HNO2
Source: the Open Molecules 2025 dataset
Level of theory: the ωB97M-V functional and the def2-TZVPD basis

Geometry as XYZ:
```
8
Properties=species:S:1:pos:R:3:nbo_charge:R:1
C -2.0187 -0.0432 -0.0095 -0.223
C -1.2370 -0.9579 -0.0065 0.229
O 0.0162 -1.4123 -0.0025 -0.405
C 0.8082 -0.3846 0.0171 0.395
N 0.5174 0.9188 0.0336 -0.372
C 1.8520 0.5859 0.0053 0.644
O 3.0021 0.8340 -0.0319 -0.509
H -2.9403 0.4594 -0.0056 0.241
```

Results
Kohn-Sham gap ... 10.900 eV
Total energy ... -358.0699 a.u.
SMILES ... C#COc1nc1=O
HOMO ... -10.50 eV

---

Formula: C4HNOS
Source: the Open Molecules 2025 dataset
Level of theory: the ωB97M-V functional and the def2-TZVPD basis

Geometry as XYZ:
```
8
Properties=species:S:1:pos:R:3:nbo_charge:R:1
N -0.1208 -1.6727 -3.5784 -0.218
C -0.0233 -1.2221 -2.5307 0.213
C 0.0803 -0.6654 -1.2494 -0.051
C 0.1716 -0.1879 -0.1526 0.007
C 0.2829 0.3836 1.1871 0.332
O 1.2085 0.1269 1.9153 -0.484
S -1.0450 1.4765 1.5952 0.044
H -0.5542 1.7611 2.8135 0.157
```

Results
Kohn-Sham gap ... 9.821 eV
Total energy ... -681.1213 a.u.
SMILES ... N#CC#CC(=O)S
HOMO ... -10.88 eV

---

Formula: C4I3S2
Source: the Open Molecules 2025 dataset
Level of theory: the ωB97M-V functional and the def2-TZVPD basis

Geometry as XYZ:
```
9
Properties=species:S:1:pos:R:3:nbo_charge:R:1
C -0.1696 1.2795 -0.2352 -0.100
C 0.8697 0.4574 -0.1373 -0.329
C -1.7216 -0.5245 -0.3491 -0.627
C 0.8035 -0.8830 -0.0008 -0.407
S -0.7973 2.7608 -0.4556 -0.051
S -0.7157 -1.7090 0.2991 0.463
I 2.8539 1.3497 0.5468 -0.099
I -3.6497 -0.5060 0.4679 0.069
I 2.5267 -2.2248 -0.1358 0.081
```

Results
Kohn-Sham gap (alpha / beta) ... 5.496 / 5.495 eV
Total energy ... -1841.7900 a.u.
Total charge ... -1
HOMO (alpha / beta) ... -3.25 / -3.24 eV

---

Formula: C50H104F6NO17
Source: the Open Molecules 2025 dataset
Level of theory: the ωB97M-V functional and the def2-TZVPD basis

Geometry as XYZ:
```
178
Properties=species:S:1:pos:R:3:lowdin_charge:R:1
C 1.0987 -6.0482 1.7463 -0.078
C 2.7229 -6.0858 1.9638 -0.199
O 3.4380 -4.8677 1.5529 -0.126
C 3.2808 -4.5801 0.1187 0.004
C 3.9534 -5.5358 -1.0461 0.081
C 4.8607 -6.8747 -0.7597 -0.246
O 6.0819 -6.8815 -0.1818 0.036
O 4.3201 -8.1836 -1.1867 -0.004
C 3.6906 -5.1103 -2.6200 0.117
C 2.8128 -3.7271 -2.9490 0.007
C 2.6131 -3.4008 -4.5657 -0.146
C 1.6273 -4.5246 -5.2425 -0.201
C 0.0232 -4.2964 -4.9368 -0.205
C -0.4969 -5.4633 -3.8833 -0.209
C -2.1413 -5.5270 -3.7287 -0.198
C -2.6411 -5.3467 -2.1520 -0.212
C -4.2620 -5.5469 -1.9521 -0.209
C -5.1880 -4.6159 -2.9490 -0.207
C -5.4250 -3.0759 -2.3560 -0.212
C -6.5755 -2.2605 -3.1958 -0.186
C -6.4545 -2.3832 -4.8291 -0.227
O -5.0788 -2.3225 -5.3502 -0.276
C -4.7050 -0.9657 -5.7824 -0.121
N 2.2387 -2.8335 -1.8302 0.011
C 1.4741 -1.5452 -2.1742 -0.105
C 2.6040 -0.3214 -2.0232 -0.128
C 3.4511 -0.0495 -3.4008 -0.380
C 4.7564 0.9577 -3.1414 -0.098
C 2.5213 0.6490 -4.5582 -0.108
C 2.4257 -3.2250 -0.3602 0.099
C 1.7933 -2.3376 0.9087 -0.059
O 2.7220 -1.6932 1.6556 0.075
C 0.1734 -2.3264 1.2098 -0.115
F -0.0088 -3.1578 2.4583 0.020
F -0.4849 -3.0380 0.0893 0.013
C -0.4489 -0.8506 1.5587 -0.095
F -0.7593 -0.8046 3.0145 0.056
F 0.5084 0.2859 1.3099 0.030
C -1.8257 -0.4671 0.7554 -0.098
F -1.6751 -0.4030 -0.7300 0.019
F -2.1701 0.9424 1.1767 0.023
C -3.1325 -1.3804 1.1361 -0.149
O -3.1440 -2.6870 1.4108 0.071
O -4.4552 -0.6809 1.1227 0.005
H 0.7596 -7.1074 1.3137 0.105
H 0.7143 -5.2495 0.9825 0.059
H 0.5788 -5.8403 2.7872 0.097
H 2.9088 -6.1974 3.1378 0.157
H 3.2036 -7.0443 1.4797 0.127
H 4.8918 -8.4248 -1.9962 0.151
H 4.1452 -5.7781 -3.4847 0.138
H 2.3237 -2.2887 -4.7893 0.100
H 3.6955 -3.5556 -5.0451 0.142
H 1.9537 -5.6212 -4.9075 0.115
H 1.7411 -4.5220 -6.4235 0.127
H -0.5901 -4.4220 -5.9400 0.123
H -0.1799 -3.2022 -4.5468 0.107
H -0.1454 -6.5060 -4.3362 0.120
H 0.0039 -5.2883 -2.8155 0.109
H -2.4687 -6.6070 -4.0528 0.118
H -2.6873 -4.7608 -4.4402 0.108
H -2.1042 -6.1694 -1.4943 0.113
H -2.3074 -4.3038 -1.7283 0.095
H -4.5204 -5.1910 -0.8430 0.115
H -4.6266 -6.6614 -2.0563 0.116
H -6.2746 -5.1092 -2.9497 0.124
H -4.8325 -4.6240 -4.0681 0.099
H -5.7695 -3.0909 -1.2236 0.113
H -4.3854 -2.5153 -2.4005 0.105
H -6.5602 -1.1341 -2.8487 0.107
H -7.6501 -2.6903 -2.9067 0.129
H -7.1262 -1.5627 -5.3641 0.131
H -6.9262 -3.4238 -5.1397 0.132
H -4.4457 -0.9622 -6.9295 0.102
H -5.4893 -0.1303 -5.5102 0.103
H -3.7189 -0.6857 -5.1771 0.097
H 0.9731 -1.5743 -3.2344 0.123
H 0.6321 -1.2836 -1.4034 0.112
H 1.9815 0.6462 -1.7144 0.143
H 3.3274 -0.5877 -1.1377 0.121
H 3.9230 -1.0873 -3.7178 0.120
H 4.4389 2.0651 -2.9302 0.088
H 5.4528 0.9596 -4.1079 0.098
H 5.4214 0.4901 -2.2698 0.075
H 2.5211 1.8312 -4.4224 0.102
H 1.3832 0.3271 -4.5290 0.077
H 3.0129 0.4461 -5.6097 0.086
H -4.7339 -0.4846 0.1699 0.150
C 0.6385 -0.2178 -9.3447 -0.089
C 1.2449 0.1752 -8.0134 -0.338
O 0.4152 -0.2723 -6.9515 -0.112
H -0.3616 0.2143 -9.4544 0.082
H 1.2640 0.1239 -10.1742 0.080
H 0.5250 -1.3046 -9.4129 0.073
H 1.3361 1.2629 -7.9405 0.119
H 2.2398 -0.2637 -7.8906 0.099
H 0.3474 -1.2401 -7.0203 0.078
C -6.0222 0.8190 4.1265 -0.082
C -7.2781 0.0229 3.8382 -0.316
O -7.4159 -0.1760 2.4390 -0.090
H -6.0572 1.7894 3.6205 0.072
H -5.9037 0.9850 5.2010 0.052
H -5.1369 0.2957 3.7506 0.062
H -8.1620 0.5594 4.1955 0.119
H -7.2449 -0.9541 4.3302 0.110
H -6.6300 -0.6605 2.1330 0.056
C -4.7944 1.7328 8.6262 -0.093
C -6.2925 1.5858 8.7954 -0.320
O -6.8814 1.1779 7.5693 -0.106
H -4.5655 2.4679 7.8476 0.070
H -4.3257 2.0513 9.5615 0.076
H -4.3453 0.7852 8.3113 0.072
H -6.7401 2.5401 9.0884 0.116
H -6.5296 0.8430 9.5632 0.110
H -6.4832 0.3256 7.3222 0.079
C -7.0734 5.1568 4.0637 -0.080
C -6.4670 5.5497 5.3950 -0.331
O -7.2967 5.1023 6.4569 -0.086
H -8.0735 5.5889 3.9539 0.081
H -6.4479 5.4985 3.2342 0.071
H -7.1869 4.0699 3.9955 0.059
H -6.3758 6.6375 5.4679 0.114
H -5.4721 5.1108 5.5178 0.089
H -7.3645 4.1345 6.3881 0.079
C 8.1659 -0.2153 0.8017 -0.093
C 6.9100 -1.0115 0.5134 -0.324
O 6.7723 -1.2104 -0.8858 -0.107
H 8.1309 0.7550 0.2957 0.085
H 8.2844 -0.0494 1.8762 0.080
H 9.0512 -0.7387 0.4259 0.070
H 6.0261 -0.4750 0.8708 0.110
H 6.9432 -1.9885 1.0054 0.087
H 7.5582 -1.6949 -1.1918 0.092
C 12.6659 1.9365 1.7739 -0.094
C 11.4100 1.1404 1.4856 -0.343
O 11.2723 0.9415 0.0864 -0.099
H 12.6309 2.9069 1.2679 0.080
H 12.7844 2.1025 2.8484 0.076
H 13.5512 1.4132 1.3980 0.074
H 10.5261 1.6769 1.8430 0.110
H 11.4432 0.1634 1.9776 0.107
H 12.0582 0.4570 -0.2196 0.091
C 9.2896 -5.2129 2.7147 -0.089
C 9.0683 -4.3594 1.4831 -0.329
O 8.7747 -5.1860 0.3665 -0.092
H 10.1135 -5.9157 2.5528 0.081
H 9.5216 -4.5908 3.5838 0.076
H 8.3998 -5.8111 2.9365 0.073
H 9.9671 -3.7801 1.2523 0.115
H 8.2375 -3.6629 1.6326 0.087
H 7.9702 -5.6900 0.5783 0.050
C -2.0341 7.4581 6.3960 -0.086
C -3.2900 6.6619 6.1077 -0.332
O -3.4277 6.4630 4.7085 -0.109
H -2.0691 8.4285 5.8900 0.081
H -1.9156 7.6240 7.4705 0.077
H -1.1488 6.9348 6.0202 0.074
H -4.1739 7.1984 6.4651 0.113
H -3.2568 5.6849 6.5997 0.108
H -2.6418 5.9785 4.4025 0.092
C -2.6393 7.0237 1.2063 -0.094
C -2.9734 8.3401 1.8769 -0.321
O -1.9091 9.2620 1.6933 -0.093
H -1.7163 6.6045 1.6202 0.075
H -3.4480 6.3003 1.3425 0.073
H -2.4710 7.1670 0.1340 0.072
H -3.1190 8.1962 2.9516 0.095
H -3.8882 8.7721 1.4594 0.113
H -1.7935 9.3893 0.7360 0.082
C -2.5734 12.6854 -0.3914 -0.096
C -1.9670 13.0784 0.9399 -0.328
O -2.7967 12.6309 2.0018 -0.089
H -3.5735 13.1175 -0.5012 0.079
H -1.9479 13.0271 -1.2209 0.073
H -2.6869 11.5986 -0.4596 0.059
H -1.8758 14.1661 1.0128 0.114
H -0.9721 12.6395 1.0627 0.107
H -2.8645 11.6631 1.9330 0.064
```

Results
Kohn-Sham gap ... 5.552 eV
Total energy ... -3899.3362 a.u.
Total charge ... +1
HOMO ... -10.84 eV

---

Molecular weight (computed, g mol⁻¹): 149.96 287.95 106.05 157.46 95.06 111.12 492.89 1105.36